2 unconnected molecules or ions with the total composition C6H14O, computed with the ωB97M-V functional and the def2-TZVPD basis.

**HOMO level (spin up / spin down)**: -10.33 / -7.88 eV
**HOMO-LUMO gap (spin up / spin down)**: 10.93 / 8.87 eV
**Energy relative to the best compared isomer or geometry (same formula, charge and spin)**: 118.1 kcal per mole

Geometry as ORCA input:
```
! RIJCOSX wB97M-V def2-TZVPD def2/J DEFGRID3
* xyz 0 1
H -1.793 0.322 -0.631
H -1.382 -2.586 -1.468
C 0.012 -0.723 -0.047
C 2.421 1.656 1.706
H 2.400 0.157 0.269
H -1.145 -1.157 -2.494
O -3.116 -1.525 -1.929
H -0.105 0.060 1.976
H 0.032 1.287 0.723
H -2.087 -1.071 0.409
H 0.605 -0.504 -0.948
H 2.267 -0.454 1.900
H 0.489 5.586 -0.926
H 1.954 2.582 1.383
C -1.732 -1.556 -1.650
H 3.304 1.726 2.335
H 0.304 -1.733 0.275
H -3.267 -2.018 -2.744
C 1.915 0.360 1.253
C -1.468 -0.704 -0.420
C 0.392 0.296 1.026
*
```